No. 1
One molecule with the formula C5H4 at a distorted geometry. Source: the Open Molecules 2025 dataset; level of theory: ωB97M-V/def2-TZVPD.

Atoms and positions in Å:
C 1.540 0.172 -0.049
C 1.089 -1.093 0.216
C -1.063 -0.095 0.052
C 1.088 1.313 -0.089
C -0.267 -1.158 -0.178
H -0.726 0.797 0.546
H -2.132 -0.189 -0.077
H 1.162 2.357 0.065
H -0.690 -2.103 -0.486

Calculated values
strongest force on any atom: 2.3 eV/A
energy above the lowest of the compared OMol25 structures with the same formula, charge and spin: 318.9 kJ/mol
LUMO: -1.10 eV



No. 2
One molecule with the formula C5H4 at a distorted geometry. Source: the Open Molecules 2025 dataset; level of theory: ωB97M-V/def2-TZVPD.

Atoms and positions in Å:
C 2.150 -0.721 -0.022
C 1.234 0.060 -0.099
C 0.009 0.840 -0.001
C -1.211 0.027 -0.250
C -2.193 -0.646 0.032
H 3.141 -1.050 -0.129
H -0.020 1.662 -0.737
H -0.257 1.258 0.951
H -2.852 -1.432 0.255

Calculated values
strongest force on any atom: 3.0 eV/A
energy above the lowest of the compared OMol25 structures with the same formula, charge and spin: 87.5 kJ/mol
LUMO: 0.93 eV
structure (SMILES): C#CCC#C



No. 3
A 14-piece molecular cluster, C5H40N2O14 overall at a distorted geometry. Source: the Open Molecules 2025 dataset; level of theory: ωB97M-V/def2-TZVPD.

Atoms and positions in Å:
C 1.731 2.022 1.294
C 0.709 0.873 1.276
C -0.505 1.350 2.045
C -1.537 0.282 2.319
O -2.693 0.642 3.042
N 0.459 0.659 -0.195
C 1.176 -0.529 -0.672
N 0.275 -1.588 -1.158
H 2.581 1.712 0.645
H 1.514 2.950 0.720
H 2.039 2.324 2.312
H 1.206 -0.002 1.697
H -0.139 1.793 3.044
H -0.923 2.220 1.546
H -1.086 -0.503 3.005
H -1.811 -0.139 1.351
H -3.439 0.941 2.523
H -0.464 0.708 -0.559
H 1.831 -0.378 -1.547
H 1.815 -0.935 0.074
H -0.071 -2.207 -0.434
H -0.513 -1.256 -1.718
H -2.874 0.495 -1.348
H -2.486 -0.832 -0.839
O -2.393 -0.324 -1.664
H -4.102 -1.073 -0.037
H -3.712 -1.976 1.271
O -3.644 -1.127 0.803
H -2.524 4.959 -0.222
H -1.278 4.200 -0.895
O -2.030 4.144 -0.284
H 0.895 -3.473 3.495
H -0.405 -3.139 4.410
O 0.038 -3.754 3.819
H 1.226 2.403 -4.697
H 0.619 3.823 -4.885
O 0.452 2.959 -4.502
H 3.799 -1.659 -1.207
H 3.843 -0.573 -0.098
O 4.188 -0.812 -0.959
H 3.267 -4.349 0.452
H 3.817 -3.206 1.264
O 3.093 -3.413 0.650
H 2.005 1.238 -2.324
H 3.248 1.099 -3.201
O 2.400 1.551 -3.140
H -2.904 1.911 0.084
H -3.192 2.737 -1.138
O -3.441 1.904 -0.724
H 0.053 2.482 -1.414
H 0.623 3.226 -2.574
O 0.120 3.386 -1.757
H 5.165 0.289 -3.432
H 4.179 -0.670 -3.055
O 4.398 -0.144 -3.821
H -4.297 -3.427 2.863
H -2.927 -3.672 2.142
O -3.863 -3.488 1.996
H -1.312 -4.667 0.837
H -1.047 -4.122 2.220
O -1.152 -3.839 1.301

Calculated values
strongest force on any atom: 3.2 eV/A
energy above the lowest of the compared OMol25 structures with the same formula, charge and spin: 423.5 kJ/mol
LUMO: -0.20 eV



No. 4
A 14-piece molecular cluster, C5H40N2O14 overall at a distorted geometry. Source: the Open Molecules 2025 dataset; level of theory: ωB97M-V/def2-TZVPD.

Atoms and positions in Å:
C -2.106 -1.673 0.420
O -2.996 -1.512 1.409
C -1.128 -0.387 0.450
C 0.347 -0.882 0.017
C 1.435 0.182 -0.031
C 1.922 0.785 -1.105
N 1.779 0.671 1.330
N -1.672 0.546 -0.675
H -2.556 -1.657 -0.589
H -1.691 -2.805 0.569
H -2.556 -1.861 2.346
H -1.090 0.262 1.465
H 0.321 -1.467 -0.998
H 0.571 -1.759 0.597
H 1.946 -0.015 -1.895
H 2.588 1.519 -1.319
H 2.202 1.620 1.310
H 2.480 0.132 1.820
H 0.855 0.779 1.992
H -2.521 1.059 -0.278
H -0.940 1.275 -0.899
H -1.933 -0.031 -1.548
H 1.294 1.924 5.287
H 0.973 3.181 4.344
O 1.173 2.306 4.365
H -2.652 -1.651 -3.200
H -3.443 -0.475 -3.268
O -2.540 -0.734 -3.229
H -0.534 3.065 -0.058
H 0.646 2.961 -1.112
O 0.264 2.800 -0.220
H 0.416 -0.763 3.781
H 0.055 0.498 4.606
O 0.698 0.119 3.974
H 5.088 0.543 -1.801
H 3.811 0.268 -2.648
O 4.168 0.277 -1.750
H -3.985 1.981 -2.535
H -2.719 2.763 -2.541
O -3.173 2.208 -2.054
H -1.579 -4.125 -1.841
H -2.640 -3.973 -3.116
O -2.100 -3.322 -2.453
H 4.098 -1.292 2.801
H 4.471 -2.199 1.442
O 4.142 -1.346 1.794
H 1.647 0.194 -5.040
H 2.852 0.300 -3.985
O 1.942 -0.079 -4.092
H 0.045 -3.704 4.217
H -0.864 -2.636 3.520
O -0.052 -2.745 3.768
H -2.648 0.762 4.709
H -1.719 2.010 4.529
O -1.728 1.008 4.290
H -0.143 -2.034 -2.953
H 1.201 -2.711 -3.713
O 0.690 -2.526 -2.790
H -0.014 4.081 -2.666
H -1.460 4.561 -2.365
O -0.938 3.727 -2.388

Calculated values
strongest force on any atom: 9.9 eV/A
2S+1: 2
energy above the lowest of the compared OMol25 structures with the same formula, charge and spin: 690.5 kJ/mol
LUMO (spin up / spin down): -10.18 / -14.22 eV
net charge: +3



No. 5
A 14-piece molecular cluster, C5H40N3O13 overall at a distorted geometry. Source: the Open Molecules 2025 dataset; level of theory: ωB97M-V/def2-TZVPD.

Atoms and positions in Å:
C 1.759 3.871 1.759
C 0.226 3.794 1.544
C -0.066 3.401 0.097
C 0.345 2.004 -0.322
N -0.367 1.228 0.626
C -1.200 0.180 0.218
N -1.624 -0.775 1.105
N -1.659 -0.044 -1.071
H 2.170 4.518 0.990
H 2.159 2.853 1.890
H 2.026 4.392 2.746
H -0.211 4.831 1.752
H -0.326 3.116 2.332
H -1.186 3.578 -0.060
H 0.526 4.040 -0.586
H 1.346 1.860 -0.383
H 0.068 1.692 -1.406
H -0.038 1.237 1.508
H -1.540 -0.727 2.182
H -2.554 -1.215 0.929
H -1.764 0.797 -1.611
H -2.290 -0.739 -1.323
H 2.125 0.027 3.090
H 1.983 0.842 4.366
O 1.654 0.644 3.481
H 0.888 -4.260 -1.367
H 0.945 -2.668 -1.768
O 0.515 -3.360 -1.297
H 4.480 -0.262 -0.299
H 4.371 0.301 -1.689
O 3.780 -0.273 -0.963
H -2.526 -2.319 -3.013
H -3.717 -1.492 -3.553
O -2.880 -1.394 -3.274
H -1.179 -1.400 4.646
H 0.133 -0.937 3.823
O -0.600 -1.552 3.810
H 1.769 -1.172 -3.215
H 2.847 -1.199 -2.066
O 2.145 -1.665 -2.503
H -1.945 0.095 -3.500
H -1.936 1.733 -3.868
O -1.513 0.934 -3.788
H -3.877 -3.351 0.077
H -2.635 -3.229 -0.646
O -3.160 -2.732 -0.096
H 0.211 0.776 -3.745
H 1.524 0.693 -4.502
O 1.157 0.545 -3.633
H -3.152 1.231 4.125
H -2.346 2.601 4.164
O -2.235 1.661 3.935
H -0.972 -3.455 -1.900
H -1.507 -4.143 -3.183
O -1.648 -3.521 -2.498
H 2.369 -0.192 1.166
H 2.690 -1.595 1.293
O 3.000 -0.711 1.653
H 1.357 -3.319 2.009
H 0.648 -2.880 0.618
O 1.437 -2.898 1.193

Calculated values
strongest force on any atom: 7.7 eV/A
energy above the lowest of the compared OMol25 structures with the same formula, charge and spin: 126.7 kJ/mol
LUMO: -2.14 eV
net charge: +1



No. 6
A 15-piece molecular cluster, C5H41NO15 overall at a distorted geometry. Source: the Open Molecules 2025 dataset; level of theory: ωB97M-V/def2-TZVPD.

Atoms and positions in Å:
C -3.848 0.403 0.965
C -2.921 1.031 -0.083
N -1.622 0.295 0.243
C -0.442 0.224 -1.951
C -0.507 0.789 -0.535
C 0.735 0.612 0.337
O 1.944 1.059 -0.295
H -4.735 -0.155 0.610
H -3.467 -0.452 1.524
H -4.085 1.208 1.668
H -3.153 0.965 -1.138
H -2.719 2.102 0.178
H -1.795 -0.704 0.087
H 0.196 -0.663 -2.049
H -1.426 -0.018 -2.346
H 0.032 0.899 -2.678
H -0.619 1.894 -0.619
H 0.947 -0.433 0.576
H 0.754 1.123 1.282
H 1.770 1.734 -0.958
H 0.096 3.565 -2.273
H 0.272 4.638 -1.225
O -0.353 4.343 -1.922
H 0.659 -0.612 5.074
H -0.322 -1.442 4.131
O 0.413 -0.820 4.167
H 2.678 -0.457 2.475
H 2.011 -1.369 3.513
O 2.791 -1.322 2.896
H 2.240 -0.445 -2.118
H 2.958 -0.062 -3.330
O 2.055 0.007 -2.983
H -1.361 -1.287 2.927
H -2.888 -1.819 2.841
O -2.107 -1.688 3.374
H 2.417 4.272 2.271
H 1.208 3.230 2.745
O 1.562 4.122 2.673
H 1.841 -2.480 -1.535
H 2.988 -2.114 -0.421
O 2.728 -2.139 -1.383
H -2.521 3.077 -3.189
H -1.954 3.582 -1.913
O -2.719 3.060 -2.247
H -0.673 -2.744 -0.593
H -1.899 -3.439 0.142
O -1.434 -2.608 0.014
H -0.508 -3.455 2.669
H -0.627 -2.485 1.478
O -0.013 -2.776 2.200
H -0.016 -1.703 -4.396
H 1.338 -0.979 -4.267
O 0.930 -1.888 -4.359
H 1.769 -3.410 0.850
H 2.714 -2.772 1.846
O 2.704 -3.179 0.949
H 1.562 5.514 0.596
H 1.650 3.879 0.477
O 1.542 4.728 0.052
H 0.590 -4.230 -2.177
H 0.493 -2.826 -2.787
O 0.149 -3.382 -2.061

Calculated values
strongest force on any atom: 3.2 eV/A
energy above the lowest of the compared OMol25 structures with the same formula, charge and spin: 379.6 kJ/mol
LUMO: 0.03 eV



No. 7
C5H4BrI as an isolated structure at a distorted geometry. Source: the Open Molecules 2025 dataset; level of theory: ωB97M-V/def2-TZVPD.

Atoms and positions in Å:
C 0.253 1.283 -0.194
C -0.951 0.684 0.034
C 1.305 0.500 -0.217
C 0.406 -1.216 0.294
C -0.944 -0.761 0.112
Br 1.213 -2.836 -0.061
I 3.265 0.998 0.007
H 0.375 2.268 -0.461
H -1.832 1.336 0.408
H -1.744 -0.973 0.930
H -1.347 -1.283 -0.852

Calculated values
strongest force on any atom: 6.5 eV/A
energy above the lowest of the compared OMol25 structures with the same formula, charge and spin: 333.3 kJ/mol
LUMO (spin up / spin down): -0.47 / -0.20 eV



No. 8
One molecule with the formula C5H4BrI at a distorted geometry. Source: the Open Molecules 2025 dataset; level of theory: ωB97M-V/def2-TZVPD.

Atoms and positions in Å:
C -0.383 -1.272 0.373
C 0.848 -0.654 0.175
C -1.484 -0.519 0.223
C -0.307 1.369 -0.706
C 0.962 0.733 -0.409
Br -0.943 2.782 0.177
I -3.426 -0.968 0.024
H -0.227 -2.241 0.752
H 1.793 -1.050 0.503
H 1.603 1.220 0.220
H 1.563 0.599 -1.333

Calculated values
strongest force on any atom: 3.9 eV/A
energy above the lowest of the compared OMol25 structures with the same formula, charge and spin: 476.8 kJ/mol
LUMO (spin up / spin down): -0.48 / -1.03 eV



No. 9
C5H4BrIMgNO4S as an isolated structure. Source: the Open Molecules 2025 dataset; level of theory: ωB97M-V/def2-TZVPD.

Atoms and positions in Å:
Mg -2.059 0.726 0.386
O -3.803 -1.649 2.173
S -2.479 -1.428 1.628
O -1.539 -2.513 1.850
O -1.902 -0.095 2.133
O -2.568 -1.117 0.112
I 2.513 -2.822 -0.808
C 1.820 -0.876 -0.731
C 2.659 0.187 -1.024
C 2.149 1.471 -0.954
C 0.825 1.650 -0.603
N 0.018 0.625 -0.322
C 0.504 -0.625 -0.376
H 3.690 0.006 -1.299
H 2.772 2.328 -1.171
H 0.362 2.629 -0.548
H -0.187 -1.419 -0.108
Br -2.776 2.921 -0.338

Calculated values
strongest force on any atom: 0.5 eV/A
energy above the lowest of the compared OMol25 structures with the same formula, charge and spin: 0.0 kJ/mol
LUMO: 2.15 eV
net charge: -1



No. 10
C5H4BrIS as an isolated structure at a distorted geometry. Source: the Open Molecules 2025 dataset; level of theory: ωB97M-V/def2-TZVPD.

Atoms and positions in Å:
C -0.666 -0.055 -1.102
C -1.798 -0.325 -0.420
C 0.479 0.585 -0.688
C -0.847 0.240 1.991
C 1.205 1.341 -0.133
S -2.317 0.255 1.207
Br -1.054 0.776 3.714
I 3.524 -1.697 -0.366
H -0.746 -0.368 -2.225
H -2.546 -0.998 -0.799
H 2.648 -1.203 -1.673
H 2.118 1.450 0.494

Calculated values
strongest force on any atom: 4.3 eV/A
energy above the lowest of the compared OMol25 structures with the same formula, charge and spin: 513.6 kJ/mol
LUMO: -0.59 eV